Record 1
C11H16FN4O8PdS2 as an isolated structure, computed with the ωB97M-V functional and the def2-TZVPD basis.

```
! wB97M-V def2-TZVPD RIJCOSX def2/J DEFGRID3
* xyz -1 1
Pd 0.3115 -0.2697 0.2569
O 0.9823 -1.4015 1.9258
S 2.3390 -0.7801 1.5919
O 3.2786 -0.8290 2.6718
O 2.8280 -1.3456 0.3208
O 1.8574 0.6577 1.2831
C 0.3296 -1.0367 -4.3794
C 0.7653 -1.4261 -2.9776
N 1.8672 -0.5956 -2.4915
C 1.6986 0.5933 -1.8715
S 0.1362 1.2767 -1.5921
N 2.8228 1.1974 -1.4811
C 2.9101 2.4404 -0.7227
C 3.5531 3.5411 -1.5515
H -0.4918 -1.6776 -4.7055
H 1.1500 -1.1372 -5.0922
H -0.0179 -0.0032 -4.3964
H 1.1347 -2.4518 -2.9653
H -0.0724 -1.3798 -2.2850
H 2.6487 -1.1198 -2.1175
H 3.6231 0.5848 -1.3980
H 3.4684 2.2373 0.1888
H 1.9041 2.7144 -0.4192
H 4.5478 3.2509 -1.8966
H 3.6563 4.4495 -0.9557
H 2.9445 3.7717 -2.4273
F -2.5118 -3.2525 -4.3474
C -2.8396 -3.6304 -3.1016
C -3.0223 -2.7337 -2.1298
N -3.3755 -3.0911 -0.8500
C -3.4629 -2.0575 0.1793
C -2.2269 -1.1695 0.2562
O -2.2909 -0.1440 0.9226
O -1.2054 -1.5724 -0.4159
C -3.5572 -4.4099 -0.5004
O -3.9003 -4.7845 0.6008
N -3.3308 -5.3099 -1.5319
C -2.9724 -5.0552 -2.8495
O -2.8096 -5.9480 -3.6535
H -2.8969 -1.6763 -2.3130
H -3.5960 -2.5582 1.1346
H -4.3336 -1.4249 0.0037
H -3.4463 -6.2806 -1.2807
*
```

Output
Calculated total energy in Ha: -2274.026681
Relative energy (zero: lowest compared OMol25 entry of this formula, charge and spin) in eV: 0.566
LUMO in Eh: 0.0878
Highest occupied orbital energy in eV: -5.77
Kohn-Sham gap in eV: 8.16


Record 2
A 13-piece molecular cluster, C43H84Br8N4O22 overall, computed with the ωB97M-V functional and the def2-TZVPD basis.

```
! wB97M-V def2-TZVPD RIJCOSX def2/J DEFGRID3
* xyz 0 1
C -27.8840 -6.1204 -14.7041
C -27.5549 -6.4149 -16.2249
C -26.0370 -6.2692 -16.5573
N -25.7043 -6.5856 -18.0696
C -26.2400 -5.5869 -19.0537
C -26.0268 -8.0319 -18.4441
C -25.0714 -8.3114 -19.6594
C -23.8084 -7.4797 -19.4113
C -24.1960 -6.5889 -18.2512
H -27.7203 -5.0797 -14.4247
H -27.2300 -6.6641 -14.0224
H -28.9124 -6.3458 -14.4217
H -28.0874 -5.5265 -16.5642
H -28.0746 -7.2511 -16.6928
H -25.3932 -6.9165 -15.9618
H -25.5630 -5.2956 -16.4326
H -27.2976 -5.7976 -18.8947
H -25.8931 -5.7140 -20.0792
H -26.0833 -4.5665 -18.7040
H -27.0863 -8.1112 -18.6876
H -25.6974 -8.7873 -17.7308
H -25.4980 -8.0136 -20.6172
H -24.6765 -9.3258 -19.7168
H -23.4466 -6.9192 -20.2733
H -22.9608 -8.0657 -19.0561
H -23.6729 -5.6379 -18.1510
H -23.9309 -7.2144 -17.3989
N -30.0534 -0.2008 -18.4880
O -29.6645 -0.5100 -19.6234
O -31.0434 0.5171 -18.3446
O -29.4146 -0.6113 -17.4917
C -28.8700 -3.5559 -26.9018
O -29.8426 -2.5422 -26.6967
C -29.4094 -1.3612 -26.0179
C -30.6272 -0.3507 -26.0626
N -31.7101 -0.8801 -25.2864
C -32.7107 0.2006 -24.9670
C -33.5581 0.8415 -26.1126
O -34.7398 1.5906 -25.6260
C -35.8051 0.5908 -25.3120
H -28.8384 -4.1702 -26.0019
H -27.8417 -3.2809 -27.1365
H -29.1630 -4.1291 -27.7814
H -28.7366 -0.8830 -26.7298
H -29.0245 -1.6545 -25.0412
H -31.0095 -0.1825 -27.0694
H -30.3391 0.6091 -25.6336
H -31.3586 -1.0415 -24.3533
H -32.2665 1.0909 -24.5218
H -33.4341 -0.1702 -24.2409
H -33.8800 0.1172 -26.8608
H -32.9327 1.5769 -26.6187
H -35.9762 -0.1628 -26.0808
H -36.6870 1.1581 -25.0146
H -35.6023 -0.0161 -24.4296
C -23.2632 -11.4010 -10.2026
O -22.9540 -11.8970 -8.9093
C -21.6275 -11.6013 -8.5388
C -21.3115 -12.3236 -7.2313
N -22.3376 -11.9443 -6.2314
C -22.0667 -10.6714 -5.5230
C -20.7719 -10.6239 -4.7130
O -19.6752 -10.3804 -5.5544
C -18.4443 -10.3945 -4.8983
H -24.3070 -11.5729 -10.4653
H -22.7021 -12.0097 -10.9117
H -23.1876 -10.3372 -10.4279
H -21.4595 -10.5282 -8.4478
H -20.9257 -11.9290 -9.3057
H -20.3091 -12.1627 -6.8346
H -21.3561 -13.3982 -7.4086
H -23.2222 -11.9445 -6.7188
H -22.8648 -10.5129 -4.7977
H -22.0217 -9.7675 -6.1305
H -20.6619 -11.5938 -4.2279
H -20.8466 -9.8728 -3.9266
H -18.2744 -11.2481 -4.2421
H -18.2799 -9.4371 -4.4039
H -17.6894 -10.2999 -5.6788
Br -32.6381 1.1991 -12.1556
C -30.8117 2.0003 -11.9757
C -30.9045 3.3785 -12.5644
Br -29.1587 4.3503 -12.3574
H -30.1830 1.3673 -12.6020
H -30.4465 1.9575 -10.9496
H -31.7650 3.9562 -12.2272
H -30.9711 3.2822 -13.6481
Br -22.3471 -0.3251 -16.0320
C -23.5252 0.2238 -14.5691
C -22.9801 -0.2914 -13.1842
Br -24.1369 0.3835 -11.7235
H -24.5425 0.0112 -14.8976
H -23.5258 1.3137 -14.5511
H -21.9340 -0.0589 -12.9847
H -22.8375 -1.3688 -13.1014
Br -20.8305 -2.6203 -23.4404
C -18.8545 -2.2617 -23.3951
C -18.0411 -3.5917 -23.0223
Br -16.2132 -3.0228 -22.6754
H -18.5413 -1.3327 -22.9187
H -18.6727 -1.8259 -24.3775
H -18.0481 -4.3101 -23.8420
H -18.3521 -3.9818 -22.0532
Br -20.4654 -15.4630 -22.3029
C -21.3929 -15.7791 -24.0364
C -22.8350 -15.3169 -23.9039
Br -23.7126 -15.7880 -25.5707
H -21.2457 -16.8355 -24.2608
H -20.8465 -15.2070 -24.7863
H -22.8538 -14.2280 -23.8586
H -23.4862 -15.7050 -23.1207
C -35.2751 -3.6441 -17.3951
C -35.0477 -3.8854 -18.8370
O -35.9798 -4.8409 -19.2211
C -36.3827 -5.4471 -18.1260
O -37.1344 -6.4248 -18.1936
O -35.8338 -4.8810 -17.0496
H -35.9293 -2.7799 -17.2799
H -34.3931 -3.4707 -16.7785
H -34.0778 -4.2953 -19.1189
H -35.1108 -2.9191 -19.3375
C -35.5307 -5.9778 -10.4819
C -34.7001 -6.5486 -9.3287
O -35.3055 -5.8870 -8.2642
C -36.2175 -5.1065 -8.5537
O -36.9019 -4.5390 -7.7154
O -36.3265 -5.0262 -9.8054
H -36.3168 -6.6397 -10.8452
H -34.9061 -5.6054 -11.2939
H -33.6255 -6.3661 -9.3295
H -34.8755 -7.6200 -9.2310
C -34.2071 -13.2115 -17.4833
C -32.8547 -12.8787 -17.9931
O -33.2057 -12.2066 -19.2398
C -34.4518 -12.5547 -19.5357
O -34.9753 -12.2656 -20.6495
O -34.9731 -13.3124 -18.6404
H -34.7255 -12.6135 -16.7338
H -34.1654 -14.2060 -17.0391
H -32.1659 -13.6993 -18.1935
H -32.4222 -12.1443 -17.3135
C -21.9521 -10.3316 -29.9036
C -21.3735 -9.2412 -29.0729
O -22.2940 -9.1731 -27.9557
C -23.2018 -10.2076 -28.0416
O -24.0466 -10.3714 -27.2234
O -23.0620 -10.8479 -29.1289
H -21.1689 -11.0623 -30.1055
H -22.1835 -9.9830 -30.9101
H -21.2086 -8.3052 -29.6066
H -20.4072 -9.5417 -28.6680
C -25.5025 -18.5557 -15.5310
C -26.3911 -18.5975 -16.8290
O -25.7795 -17.5793 -17.5023
C -25.1295 -16.6747 -16.7457
O -24.8701 -15.5494 -17.0408
O -24.9205 -17.2332 -15.5606
H -24.7915 -19.3805 -15.5771
H -26.0911 -18.7272 -14.6297
H -27.4478 -18.3753 -16.6805
H -26.2684 -19.5824 -17.2796
*
```

Output
Calculated total energy in Ha: -24154.729052
LUMO in Eh: -0.0356
Highest occupied orbital energy in eV: -6.19
Kohn-Sham gap in eV: 5.22


Record 3
A single C4H2Cl2F4O2 molecule, computed with the ωB97M-V functional and the def2-TZVPD basis.

```
! wB97M-V def2-TZVPD RIJCOSX def2/J DEFGRID3
* xyz 0 1
C -1.5941 0.7072 -0.6996
C -0.8024 -0.1666 0.2644
C 0.6820 0.1328 0.7478
C 1.7691 -0.1972 -0.2466
O -1.5852 0.5115 -1.8766
O -2.1108 1.7635 -0.1458
F -1.5149 -0.2031 1.4686
F -0.7617 -1.3487 -0.2703
F 0.7527 1.4351 1.1285
F 0.7821 -0.5798 1.8967
Cl 1.7041 -2.1182 -0.3812
Cl 3.3674 -0.0675 0.4488
H 1.9805 -2.0916 -1.5643
H -2.6687 2.2227 -0.7701
*
```

Output
Calculated total energy in Ha: -1623.807108
Relative energy (zero: lowest compared OMol25 entry of this formula, charge and spin) in eV: 3.399
LUMO in Eh: 0.0024
Highest occupied orbital energy in eV: -8.81
Kohn-Sham gap in eV: 8.87


Record 4
A 7-piece molecular cluster, C12H24F6O24PS6 overall, computed with the ωB97M-V functional and the def2-TZVPD basis.

```
! wB97M-V def2-TZVPD RIJCOSX def2/J DEFGRID3
* xyz 0 2
P -0.7622 0.6255 0.4573
F -2.0781 0.8572 -0.5013
F -1.6993 0.0134 1.5824
F -0.5295 -0.8343 -0.2017
F 0.6005 0.3177 1.3248
F 0.2293 1.2859 -0.6141
F -1.0194 2.1416 0.9923
C -0.4232 4.3256 -1.3254
C 0.8254 4.2570 -2.1127
O 1.2374 5.5965 -2.2290
S -0.0583 6.6132 -2.4788
O -0.3672 6.7676 -3.9359
O 0.0729 7.7274 -1.5290
O -1.1656 5.3979 -1.8881
H -0.1480 4.3935 -0.2729
H -0.8602 3.3271 -1.3328
H 0.7636 3.7834 -3.0925
H 1.5660 3.6709 -1.5686
C 3.5303 0.1264 0.2108
C 2.9025 -0.0779 -1.2075
O 3.5431 -1.2700 -1.5653
S 5.1892 -1.0497 -1.3164
O 5.8105 -0.1920 -2.3338
O 5.8788 -2.2992 -1.0727
O 4.8663 -0.2028 0.0713
H 3.0832 -0.4627 1.0116
H 3.5144 1.1797 0.4911
H 3.0885 0.5967 -2.0432
H 1.8348 -0.2168 -1.0375
C -5.0424 -0.3318 2.1183
C -4.8853 0.8877 1.1169
O -5.9115 1.8556 1.5251
S -7.2860 0.9292 1.7542
O -7.7274 0.3488 0.4800
O -8.2587 1.4746 2.6690
O -6.4229 -0.2518 2.5521
H -4.4436 -0.0645 2.9890
H -4.7964 -1.3578 1.8444
H -5.1008 0.6981 0.0654
H -3.9384 1.4218 1.1956
C 1.0000 -3.6145 0.1878
C 0.3201 -4.0645 1.4896
O 0.0619 -5.4194 1.1580
S 1.3924 -6.1365 0.4236
O 0.9542 -7.0064 -0.6279
O 2.3213 -6.6975 1.3803
O 1.8960 -4.6495 -0.1864
H 1.5505 -2.6847 0.3310
H 0.1990 -3.4939 -0.5416
H -0.5928 -3.4962 1.6681
H 0.8619 -4.1145 2.4341
C -2.1166 -0.5384 -3.5979
C -1.2004 0.5686 -4.2385
O -0.4241 -0.0822 -5.1968
S -0.1243 -1.6559 -4.7391
O 0.7450 -1.6841 -3.6042
O 0.0949 -2.6321 -5.8581
O -1.7098 -1.7529 -4.1646
H -3.1716 -0.4410 -3.8537
H -2.0862 -0.4457 -2.5123
H -0.5017 1.0544 -3.5574
H -1.8447 1.3041 -4.7200
C 2.2521 0.7417 4.0984
C 1.3548 -0.2756 4.6744
O 2.1118 -1.4474 4.9810
S 3.5709 -1.5146 4.1953
O 3.5400 -2.5933 3.1562
O 4.6353 -1.5458 5.2275
O 3.2768 -0.0532 3.4818
H 2.7337 1.4249 4.7980
H 1.7572 1.3495 3.3410
H 0.5638 -0.5870 3.9921
H 0.9662 0.1751 5.5876
*
```

Output
Calculated total energy in Ha: -5606.847280
LUMO (alpha / beta) in Eh: -0.0853 / -0.3330
Highest occupied orbital energy (alpha / beta) in eV: -11.24 / -11.23
⟨S²⟩: 0.757
Kohn-Sham gap (alpha / beta) in eV: 8.92 / 2.17


Record 5
A 7-piece molecular cluster, C14H42O7 overall, computed with the ωB97M-V functional and the def2-TZVPD basis.

```
! wB97M-V def2-TZVPD RIJCOSX def2/J DEFGRID3
* xyz 0 1
C 1.1615 4.4609 2.0174
C 1.9315 4.5768 3.3229
O 2.8345 5.6945 3.2733
H 0.3720 5.2109 1.9173
H 0.6176 3.5179 1.9125
H 1.8336 4.5739 1.1684
H 2.6072 3.7182 3.4068
H 1.3074 4.6233 4.2086
H 3.4650 5.5355 2.5678
C 0.5607 5.4636 -2.1983
C 0.1442 4.3430 -1.2640
O -0.8472 3.5555 -1.9433
H 0.9016 6.2896 -1.5622
H -0.2780 5.9108 -2.7325
H 1.2913 5.1594 -2.9449
H -0.2804 4.8022 -0.3660
H 0.9838 3.7012 -0.9773
H -1.4995 3.2272 -1.2998
C 4.6662 -2.6366 -0.6219
C 3.8815 -3.5205 0.3446
O 4.1763 -4.8706 0.0560
H 5.6362 -3.1090 -0.7845
H 4.9031 -1.6706 -0.1804
H 4.1351 -2.5898 -1.5698
H 2.7954 -3.3488 0.3562
H 4.1024 -3.2029 1.3770
H 3.6857 -5.4401 0.6558
C 0.5839 -1.0609 -0.1083
C 0.0990 0.2911 0.3177
O -1.3046 0.1500 0.5704
H 0.3839 -1.9198 0.5369
H 1.6784 -1.1116 -0.1426
H 0.1544 -1.3181 -1.0743
H 0.2916 1.0450 -0.4535
H 0.5152 0.6499 1.2675
H -1.7031 0.8794 1.0443
C -1.3784 -5.3233 0.5515
C -1.4672 -6.0139 1.9167
O -2.6035 -6.8638 1.8928
H -2.1517 -4.5499 0.5447
H -1.6093 -6.0043 -0.2637
H -0.4461 -4.7736 0.4246
H -1.5235 -5.2166 2.6647
H -0.5507 -6.5771 2.1229
H -2.8341 -7.0533 2.8086
C -1.6495 -3.7740 -4.5296
C -1.2741 -2.8334 -3.4047
O 0.0942 -2.8821 -3.0252
H -2.6805 -3.5624 -4.8222
H -1.6660 -4.8033 -4.1572
H -1.0066 -3.7747 -5.4077
H -1.8831 -3.0614 -2.5287
H -1.5302 -1.8211 -3.7343
H 0.5454 -2.0695 -3.2566
C -3.8245 3.2401 2.1227
C -2.8395 3.5960 1.0590
O -2.7716 2.5688 0.0293
H -3.6545 2.2117 2.4469
H -4.8566 3.3466 1.7826
H -3.6860 3.8720 3.0028
H -1.8415 3.6668 1.4919
H -3.0311 4.4873 0.4467
H -3.6677 2.3876 -0.2763
*
```

Output
SMILES string: CCO.CCO.CCO.CCO.CCO.CCO.CCO
Calculated total energy in Ha: -1085.164189
Relative energy (zero: lowest compared OMol25 entry of this formula, charge and spin) in eV: 2.653
LUMO in Eh: 0.0160
Highest occupied orbital energy in eV: -9.92
Kohn-Sham gap in eV: 10.36


Record 6
A 3-piece molecular cluster, C2H11NO3 overall, computed with the ωB97M-V functional and the def2-TZVPD basis.

```
! wB97M-V def2-TZVPD RIJCOSX def2/J DEFGRID3
* xyz -1 2
C 0.7081 1.4412 0.2308
O -0.6541 1.8384 0.4200
C 0.9090 0.7312 -1.1123
N 1.7817 -0.4215 -0.9865
H 1.2092 2.3911 0.1723
H 1.0297 0.7785 1.0251
H -1.2330 1.0525 0.5007
H -0.0959 0.4049 -1.3857
H 1.1838 1.4154 -1.9130
H 2.7099 -0.1567 -0.7097
H 1.6981 -1.1500 -1.6699
H -2.3678 -0.6992 1.8953
H -2.8428 -0.6368 0.4603
O -2.7026 -0.0656 1.2373
H 0.0371 -2.9129 0.6661
H -0.6145 -1.6239 0.2887
O -0.7559 -2.3868 0.8806
*
```

Output
Calculated total energy in Ha: -363.215957
Relative energy (zero: lowest compared OMol25 entry of this formula, charge and spin) in eV: 0.093
LUMO (alpha / beta) in Eh: 0.1509 / 0.1419
Highest occupied orbital energy (alpha / beta) in eV: 0.83 / -5.59
⟨S²⟩: 0.751
Kohn-Sham gap (alpha / beta) in eV: 3.28 / 9.45


Record 7
C44H37N2OP2S2Tl as an isolated structure, computed with the ωB97M-V functional and the def2-TZVPD basis.

```
! wB97M-V def2-TZVPD RIJCOSX def2/J DEFGRID3
* xyz -2 1
Tl 2.4191 0.1600 1.3717
S 5.9490 -0.3163 -0.2443
C 4.8595 -1.4969 -0.7937
N 3.5544 -1.4457 -0.8695
C 3.0224 -2.6159 -1.3651
C 1.6557 -2.8316 -1.5494
C 1.2298 -4.0394 -2.0669
C 2.1446 -5.0377 -2.4091
C 3.5044 -4.8374 -2.2298
C 3.9408 -3.6274 -1.7090
S 5.5382 -3.0480 -1.3574
H 0.9661 -2.0625 -1.2241
H 0.1681 -4.2195 -2.1882
H 1.7895 -5.9809 -2.8080
H 4.2132 -5.6136 -2.4937
N 1.8071 2.0472 0.3055
P 1.2372 2.5772 -1.0044
C 1.5968 1.6329 -2.5363
C 2.7717 0.8937 -2.5432
C 3.1261 0.1455 -3.6552
C 2.3040 0.1268 -4.7713
C 1.1263 0.8636 -4.7765
C 0.7766 1.6122 -3.6629
C 1.8100 4.2770 -1.4242
C 1.5934 4.8931 -2.6533
C 2.0549 6.1789 -2.8900
C 2.7425 6.8615 -1.8948
C 2.9707 6.2496 -0.6707
C 2.5079 4.9625 -0.4383
C -0.5885 2.7555 -1.1163
C -1.2490 3.9793 -1.0960
C -2.6347 4.0389 -1.0306
C -3.3776 2.8698 -0.9741
C -2.7280 1.6404 -0.9864
C -1.3466 1.5857 -1.0564
H 3.4168 0.8810 -1.6735
H 4.0427 -0.4305 -3.6188
H 2.5737 -0.4727 -5.6337
H 0.4718 0.8414 -5.6403
H -0.1554 2.1668 -3.6676
H 1.0680 4.3579 -3.4358
H 1.8849 6.6462 -3.8534
H 3.1084 7.8654 -2.0782
H 3.5185 6.7726 0.1046
H 2.6859 4.4432 0.4966
H -0.6794 4.9015 -1.1268
H -3.1309 5.0028 -1.0084
H -4.4579 2.9123 -0.9069
H -3.2944 0.7214 -0.9105
H -0.8473 0.6234 -1.0096
O 0.1432 -1.0325 0.7008
P -0.8506 -1.4507 1.8092
C -2.3284 -2.0572 0.8462
C -2.2021 -2.2517 -0.5288
C -3.2832 -2.6601 -1.2945
C -4.5217 -2.8696 -0.6994
C -4.6638 -2.6624 0.6651
C -3.5776 -2.2523 1.4246
C -0.2975 -3.1494 2.3277
C -1.0738 -3.9664 3.1466
C -0.6084 -5.1964 3.5811
C 0.6588 -5.6315 3.2086
C 1.4460 -4.8219 2.4037
C 0.9720 -3.5900 1.9720
C -1.9263 1.6563 3.5539
C -1.2517 1.3607 4.7323
C -1.9127 0.8045 5.8181
C -3.2702 0.5378 5.7490
C -3.9592 0.8319 4.5800
C -3.2933 1.3881 3.5010
H -1.2344 -2.0611 -0.9772
H -3.1600 -2.8078 -2.3619
H -5.3712 -3.1807 -1.2968
H -5.6291 -2.8056 1.1390
H -3.7095 -2.0527 2.4837
H -2.0628 -3.6377 3.4499
H -1.2339 -5.8185 4.2126
H 1.0277 -6.5937 3.5473
H 2.4349 -5.1452 2.0994
H 1.5859 -2.9607 1.3421
H -0.1839 1.5310 4.7800
H -1.3554 0.5603 6.7146
H -3.7853 0.0883 6.5895
H -5.0184 0.6166 4.5012
H -3.8288 1.5884 2.5801
C -1.2196 2.2131 2.3639
H -0.1363 2.1962 2.4619
H -1.5251 3.2436 2.1737
H -1.4556 1.6283 1.4744
*
```

Output
Calculated total energy in Ha: -3535.339828
Relative energy (zero: lowest compared OMol25 entry of this formula, charge and spin) in eV: 0.388
LUMO in Eh: 0.1569
Highest occupied orbital energy in eV: -1.94
Kohn-Sham gap in eV: 6.21


Number 1: maximum force 0.9 eV Å⁻¹. Number 2: maximum force 7.7 eV Å⁻¹. Number 3: maximum force 2.7 eV Å⁻¹. Number 4: maximum force 5.9 eV Å⁻¹. Number 5: maximum force 1.8 eV Å⁻¹. Number 6: maximum force 1.5 eV Å⁻¹. Number 7: maximum force 0.4 eV Å⁻¹.